Below is a structure of composition C47H56MgN8P3SSi2Te at a distorted geometry, with properties calculated with the ωB97M-V functional and the def2-TZVPD basis.

The calculated total energy comes out at -128769.0966 eV. The calculation puts the HOMO energy at -3.15 eV. Its total charge is -1.

Geometry (Å):
Mg 0.230 -1.029 0.158
C 1.870 -2.628 5.472
N 1.089 -1.912 4.409
C 0.144 -0.858 4.578
C -0.322 -0.497 3.341
N 0.339 -1.248 2.401
C 1.158 -2.096 3.063
P 2.363 -3.215 2.343
C 3.086 -2.048 1.160
N 2.454 -1.230 0.300
C 3.485 -0.494 -0.290
C 4.677 -0.792 0.276
N 4.433 -1.879 1.145
C 5.377 -2.613 2.051
C 1.229 -4.011 1.182
N 0.379 -3.388 0.311
C -0.234 -4.390 -0.394
C 0.196 -5.616 0.048
N 1.161 -5.366 1.082
C 1.881 -6.465 1.803
H 1.414 -2.413 6.462
H 2.901 -2.260 5.448
H 1.818 -3.696 5.235
H -0.151 -0.548 5.565
H -1.100 0.215 3.072
H 3.253 0.083 -1.148
H 5.676 -0.438 0.128
H 6.355 -2.162 1.869
H 5.363 -3.669 1.768
H 5.040 -2.453 3.112
H -0.988 -4.160 -1.092
H -0.066 -6.630 -0.273
H 2.094 -7.242 1.089
H 1.201 -6.857 2.591
H 2.795 -6.049 2.270
C -2.967 -2.588 2.313
Si -3.581 -1.506 0.884
C -3.914 -2.651 -0.543
C -5.194 -0.744 1.595
N -2.243 -0.469 0.390
P -2.092 1.093 0.054
C -0.567 1.432 -0.597
P 0.123 1.107 -2.116
N 0.461 -0.465 -2.204
Si 1.037 -1.450 -3.539
C 1.568 -0.608 -5.151
C 2.574 -2.394 -3.029
C -0.300 -2.695 -4.016
C 1.622 2.089 -2.287
C 2.303 2.460 -1.110
C 3.503 3.139 -1.233
C 3.976 3.512 -2.496
C 3.224 3.159 -3.612
C 2.032 2.441 -3.545
C -0.960 1.737 -3.532
C -1.743 0.845 -4.254
C -2.414 1.230 -5.415
C -2.284 2.551 -5.915
C -1.535 3.425 -5.179
C -0.802 3.015 -4.042
C -3.490 1.680 -0.998
C -4.432 0.787 -1.497
C -5.643 1.304 -1.992
C -5.890 2.670 -2.143
C -4.885 3.537 -1.690
C -3.746 3.063 -1.050
C -2.376 2.052 1.529
C -3.662 2.415 1.871
C -3.794 3.238 2.997
C -2.698 3.676 3.726
C -1.410 3.221 3.389
C -1.256 2.465 2.227
H -3.756 -3.254 2.729
H -2.055 -3.189 2.055
H -2.664 -1.874 3.123
H -4.956 -3.025 -0.679
H -3.633 -2.171 -1.499
H -3.254 -3.563 -0.434
H -5.788 -1.605 1.950
H -4.955 -0.042 2.437
H -5.825 -0.205 0.860
H 2.307 0.177 -4.895
H 1.989 -1.354 -5.817
H 0.749 -0.112 -5.689
H 3.402 -1.645 -2.965
H 2.443 -2.730 -1.980
H 2.822 -3.255 -3.686
H -1.160 -2.540 -3.328
H -0.705 -2.632 -5.034
H 0.111 -3.709 -3.860
H 1.895 2.186 -0.139
H 4.051 3.447 -0.301
H 4.870 4.164 -2.637
H 3.639 3.407 -4.613
H 1.393 2.249 -4.418
H -1.803 -0.204 -3.937
H -3.055 0.525 -5.947
H -2.798 2.800 -6.860
H -1.412 4.444 -5.505
H -0.103 3.716 -3.629
H -4.294 -0.285 -1.470
H -6.409 0.556 -2.302
H -6.823 3.033 -2.523
H -4.996 4.625 -1.835
H -3.039 3.776 -0.627
H -4.518 2.050 1.297
H -4.796 3.513 3.302
H -2.864 4.343 4.593
H -0.510 3.526 3.957
H -0.285 2.171 1.886
Te 2.975 1.249 3.008
C 4.017 2.831 3.753
C 3.309 3.741 4.498
C 4.107 4.763 5.076
C 5.411 4.628 4.707
S 5.739 3.228 3.823
H 2.249 3.683 4.648
H 3.611 5.548 5.681
H 6.222 5.299 4.900

These are the Löwdin partial charges, in e, on atoms 1 to 8: number 1, Mg, carries 0.6202; number 2, C, carries -0.0241; number 3, N, carries -0.1061; number 4, C, carries -0.0518; number 5, C, carries -0.1540; number 6, N, carries 0.0268; number 7, C, carries -0.4922; number 8, P, carries 1.1599